(1)
{
  "formula": "C26H30F2N6O3",
  "method": "wB97M-V/def2-TZVPD",
  "species": ["C", "C", "C", "C", "C", "C", "O", "N", "C", "C", "C", "C", "C", "O", "N", "C", "O", "C", "N", "N", "N", "C", "C", "C", "C", "C", "F", "C", "C", "N", "C", "C", "C", "C", "C", "C", "F", "H", "H", "H", "H", "H", "H", "H", "H", "H", "H", "H", "H", "H", "H", "H", "H", "H", "H", "H", "H", "H", "H", "H", "H", "H", "H", "H", "H", "H", "H"],
  "positions_angstrom": [[-0.71847, 3.64302, -0.41249], [0.35034, 2.66367, -0.89438], [1.48972, 3.42684, -1.56657], [-0.23247, 1.63246, -1.87282], [-1.00887, 0.51865, -1.16733], [-1.71692, -0.43505, -2.15233], [-2.92882, -0.53184, -2.15347], [-0.90089, -1.09538, -2.98518], [-1.37858, -2.17257, -3.81643], [-1.02080, -3.53417, -3.19527], [-1.54013, -4.71036, -4.04567], [-0.30917, -5.60365, -4.21053], [0.82272, -4.58525, -4.08442], [0.38947, -3.67926, -3.09410], [-0.18850, -0.24651, -0.21664], [1.03625, -0.71624, -0.53503], [1.52036, -0.66095, -1.64860], [1.87103, -1.30187, 0.61405], [1.73293, -0.55434, 1.82084], [1.45924, -1.08456, 2.98704], [1.34990, -0.12115, 3.82662], [1.56334, 1.02141, 3.13960], [1.48828, 2.34934, 3.70736], [1.15359, 2.50812, 5.05072], [1.06044, 3.77347, 5.59525], [1.30345, 4.86807, 4.78255], [1.21110, 6.10494, 5.30966], [1.63730, 4.73414, 3.44535], [1.73000, 3.46557, 2.90834], [1.81527, 0.75490, 1.86046], [-0.83052, -0.55482, 1.00994], [-1.22693, 0.44837, 1.88898], [-1.85641, 0.13118, 3.07856], [-2.11471, -1.18946, 3.40404], [-1.75252, -2.20114, 2.53285], [-1.12398, -1.87348, 1.34819], [-0.77218, -2.86090, 0.49643], [-1.06716, 4.25415, -1.24249], [-1.57843, 3.12612, 0.00720], [-0.31398, 4.30332, 0.35201], [0.76484, 2.13035, -0.03101], [1.13295, 3.92905, -2.46333], [2.29048, 2.74681, -1.84669], [1.89653, 4.17794, -0.89306], [-0.91964, 2.12661, -2.56248], [0.57691, 1.19806, -2.45733], [-1.81384, 0.96514, -0.57569], [0.10248, -1.06074, -2.83005], [-2.46325, -2.07666, -3.89920], [-0.91866, -2.08662, -4.80490], [-1.41150, -3.56043, -2.17117], [-2.36737, -5.22325, -3.56179], [-1.87881, -4.34409, -5.01553], [-0.29182, -6.13498, -5.15890], [-0.24892, -6.32399, -3.39472], [1.76835, -5.01287, -3.74974], [0.98336, -4.06567, -5.04111], [2.91147, -1.28170, 0.27356], [1.58803, -2.33706, 0.81644], [0.97112, 1.62989, 5.64959], [0.80478, 3.92338, 6.63215], [1.82044, 5.61408, 2.84906], [1.99224, 3.32365, 1.87177], [-1.01145, 1.47737, 1.64476], [-2.13510, 0.92227, 3.75690], [-2.59830, -1.43381, 4.33605], [-1.94965, -3.23752, 2.75416]],
  "nbo_charge": [-0.611, -0.223, -0.600, -0.407, -0.123, 0.674, -0.632, -0.632, -0.245, 0.085, -0.432, -0.426, -0.066, -0.533, -0.475, 0.719, -0.623, -0.325, 0.004, -0.023, -0.262, 0.246, -0.050, -0.168, -0.283, 0.405, -0.320, -0.282, -0.175, -0.270, 0.140, -0.231, -0.204, -0.186, -0.255, 0.367, -0.326, 0.206, 0.200, 0.208, 0.210, 0.202, 0.214, 0.202, 0.218, 0.237, 0.237, 0.437, 0.235, 0.195, 0.191, 0.223, 0.203, 0.215, 0.205, 0.193, 0.156, 0.251, 0.266, 0.238, 0.234, 0.233, 0.230, 0.232, 0.223, 0.222, 0.234],
  "gap_ev": 9.4,
  "e_tot_ev": -47967.486,
  "e_above_lowest_kj_mol": 12.6
}


(2)
{
  "formula": "C2H5P",
  "method": "wB97M-V/def2-TZVPD",
  "species": ["C", "C", "P", "H", "H", "H", "H", "H"],
  "positions_angstrom": [[0.54177, 0.25172, 0.53820], [-0.26721, -0.79798, -0.09785], [0.23768, 0.62050, -1.28223], [-0.02593, 0.67577, 1.44392], [1.53794, 0.00203, 0.75497], [0.24073, -1.68648, -0.46306], [-1.31544, -0.68217, 0.26009], [-0.94954, 1.61661, -1.15404]],
  "nbo_charge": [-0.649, -0.622, 0.368, 0.236, 0.219, 0.237, 0.242, -0.030],
  "gap_ev": 10.6,
  "e_tot_ev": -11442.062,
  "e_above_lowest_kj_mol": 43.5
}


(3)
{
  "formula": "C7H13NO2",
  "method": "wB97M-V/def2-TZVPD",
  "species": ["C", "C", "C", "N", "C", "C", "O", "C", "C", "O", "H", "H", "H", "H", "H", "H", "H", "H", "H", "H", "H", "H", "H"],
  "positions_angstrom": [[0.09722, 2.67818, -0.87079], [-0.62195, 1.61941, -0.00527], [0.32786, 0.94838, 0.96077], [-0.18774, -0.41912, 1.09455], [-0.92435, -0.75591, 2.33823], [-2.35863, -1.02836, 1.88602], [-2.43530, -0.56328, 0.54578], [-1.14023, -0.57701, -0.01629], [-0.93630, -1.84233, -0.86298], [-1.00256, 0.56289, -0.85920], [0.28816, 3.59443, -0.34283], [1.05289, 2.32111, -1.27918], [-0.55239, 2.93335, -1.71790], [-1.47361, 2.05502, 0.53453], [1.34768, 0.90166, 0.51046], [0.42815, 1.47870, 1.90360], [-0.89619, 0.04085, 3.08036], [-0.49551, -1.66574, 2.79953], [-2.54729, -2.08519, 1.91103], [-3.09329, -0.51933, 2.48463], [-1.57129, -1.80845, -1.73266], [-1.18134, -2.76009, -0.30711], [0.12616, -1.90604, -1.14255]],
  "nbo_charge": [-0.617, 0.070, -0.232, -0.468, -0.245, -0.085, -0.535, 0.657, -0.639, -0.516, 0.209, 0.210, 0.222, 0.173, 0.191, 0.202, 0.193, 0.197, 0.165, 0.191, 0.226, 0.211, 0.221],
  "gap_ev": 10.0,
  "e_tot_ev": -13054.548,
  "e_above_lowest_kj_mol": 133.2
}


(4)
{
  "formula": "C2H2O2",
  "method": "wB97M-V/def2-TZVPD",
  "species": ["C", "C", "O", "O", "H", "H"],
  "positions_angstrom": [[0.22190, -0.62909, 0.05303], [0.75222, 0.64124, 0.11993], [-1.12748, -0.70350, 0.11379], [-1.49771, 0.69179, 0.09974], [0.55705, -1.62497, -0.21554], [1.09402, 1.62454, -0.17094]],
  "nbo_charge": [0.089, 0.037, -0.231, -0.376, 0.229, 0.252],
  "gap_ev": [7.7, 7.7],
  "e_tot_ev": -6193.204,
  "e_above_lowest_kj_mol": 660.9
}